Entry from OMol25: a structure of composition C39H28BrCl5I2N5O4Rb (ωB97M-V/def2-TZVPD).

```
85
Properties=species:S:1:pos:R:3:lowdin_charge:R:1
C -2.02 -3.79 3.83 -0.15
C 1.45 -3.14 0.42 -0.68
I 2.53 -0.43 -3.60 0.70
C -4.09 2.54 -1.51 -0.03
Cl -0.68 0.13 3.83 0.61
N -2.27 0.87 -1.35 0.10
H -0.46 -8.06 -0.68 0.09
C -0.13 -5.08 0.92 -0.17
C -0.59 -6.37 0.62 -0.04
H 0.35 -2.83 -1.97 0.08
H -2.99 -3.74 6.55 0.09
C -3.49 -3.14 5.79 -0.13
H -4.55 -3.09 6.03 0.02
H 4.54 4.17 0.97 0.11
H -5.60 4.06 -1.44 0.09
Br 5.19 7.04 1.72 0.67
C -1.33 -3.43 -3.19 -0.05
Cl -3.06 -0.12 5.86 0.68
C -3.24 -0.70 4.22 -0.68
Rb 0.43 -0.39 0.60 0.84
Cl -6.10 -2.40 2.01 0.68
H -0.96 -4.44 -3.33 0.10
C -2.12 -0.89 -2.72 -0.36
C -2.21 -0.60 3.29 -0.70
N -0.99 -1.30 -2.17 0.12
C -1.88 -4.35 2.54 -0.19
C -3.00 -4.82 1.86 -0.07
C -4.02 4.44 -0.04 -0.10
C 3.61 -0.29 -1.78 -1.18
C -3.50 -1.60 1.65 -0.68
H -0.48 -2.30 4.07 0.03
H -5.12 -5.11 1.91 0.09
H 3.84 0.75 -1.59 -0.06
O 1.26 -2.68 1.58 -0.17
C -4.66 3.71 -1.04 -0.10
H -1.33 -6.83 1.26 0.10
H 2.36 7.85 1.49 0.09
C -2.82 3.99 0.50 -0.08
I 5.44 -1.37 -1.79 0.64
C 1.27 4.89 0.71 -0.08
C 2.39 6.79 1.27 -0.23
C 3.62 4.75 0.99 -0.06
C 0.88 -4.52 0.12 -0.07
C -0.59 -2.54 -2.41 -0.13
O 2.03 -2.54 -0.51 -0.13
C -4.44 -1.27 3.82 -0.69
C 1.35 -5.23 -0.98 -0.05
N 1.24 6.20 0.98 0.06
Cl -5.76 -1.40 4.94 0.70
H 3.01 -0.71 -0.99 -0.08
C -3.29 -3.73 4.41 -0.24
Cl -3.71 -2.20 -0.01 0.66
C -4.40 -4.23 3.72 -0.14
H -0.98 -3.06 5.57 0.07
H -2.34 4.55 1.28 0.10
C 3.59 6.10 1.28 -0.67
O 1.26 2.10 0.31 -0.20
H -1.32 2.44 0.43 0.10
C -2.89 2.10 -0.97 -0.23
H -4.58 1.95 -2.27 0.10
H -5.38 -4.15 4.17 0.09
C -2.26 2.81 0.04 0.00
C 2.43 4.12 0.69 -0.09
N -0.60 -4.34 1.98 0.12
H -3.08 -2.13 5.85 -0.05
H 0.32 4.41 0.49 0.10
C 0.88 -6.49 -1.29 -0.12
H -0.02 -3.51 2.13 0.07
C -0.09 -7.06 -0.47 -0.11
H -3.82 -1.28 -3.95 0.10
C -2.29 -1.03 1.99 -0.19
C -4.25 -4.76 2.46 -0.15
O 3.51 2.10 0.16 -0.02
C -4.58 -1.72 2.51 -0.69
C -2.50 -2.99 -3.76 -0.08
H -3.11 -3.65 -4.37 0.10
H 0.03 -3.94 4.42 0.09
H 2.12 -4.75 -1.58 0.12
H -4.47 5.35 0.34 0.09
C 2.39 2.63 0.35 -0.66
N -2.62 0.43 -2.45 0.09
H 1.26 -7.03 -2.16 0.08
C -2.91 -1.68 -3.54 -0.04
C -0.80 -3.25 4.52 -0.03
H -2.89 -5.19 0.85 0.10
```

## Properties
HOMO-LUMO gap	6.3	eV
DFT total energy	-206052.82577	eV
lowest unoccupied orbital energy	3.53	eV
E_HOMO	-0.100	hartree
net charge	-2

***

Entry from OMol25: an isolated molecule of C3H6N2S2 (ωB97M-V/def2-TZVPD).

```
13
Properties=species:S:1:pos:R:3:nbo_charge:R:1
N 0.13 1.23 0.07 -0.44
C -2.05 0.43 -0.29 -0.25
S 2.47 0.10 0.00 -0.22
H -1.67 0.33 -1.42 0.19
C -1.88 -0.93 0.41 -0.53
H -3.06 0.76 -0.25 0.21
S -0.13 -1.38 -0.17 0.33
H 0.61 2.23 0.19 0.42
H -2.14 -1.11 1.45 0.24
H -1.40 2.53 -0.29 0.38
H -2.53 -1.71 -0.06 0.25
N -1.30 1.67 0.10 -0.46
C 0.75 0.04 0.19 -0.11
```

## Properties
HOMO-LUMO gap	8.2	eV
SMILES	S=C1NNCCS1
DFT total energy	-27855.65832	eV
lowest unoccupied orbital energy	0.24	eV
E_HOMO	-0.293	hartree
net charge	0

***

Among the records above, which one has the lowest net charge? C39H28BrCl5I2N5O4Rb

***

lowest unoccupied orbital energy of number 2 (C3H6N2S2)? 0.24 eV